{
  "formula": "Ca5O4P",
  "method": "ωB97M-V/def2-TZVPD",
  "e_above_lowest_kj_mol": 156.0,
  "energy_ha": -4026.8449,
  "molar_mass_g_mol": 295.4,
  "charge": 7,
  "gap_ev": 11.434,
  "symbols": ["Ca", "Ca", "Ca", "Ca", "Ca", "P", "O", "O", "O", "O"],
  "xyz": [[2.325159, -0.814137, 1.672737], [1.939340, 1.331315, -2.173816], [-0.764816, 2.922886, 1.522419], [-2.124583, 0.290487, -1.916976], [-1.033124, -2.898903, 0.570222], [-0.065320, -0.125811, 0.081291], [1.449248, 0.204898, -0.260128], [-0.780518, -1.129461, -0.860148], [-0.964835, 1.164613, -0.024320], [0.019450, -0.945885, 1.388719]],
  "atomic_forces_ev_per_a": [[2.06, -0.88, 1.66], [2.36, 0.61, -1.74], [-1.25, 1.93, 1.39], [-2.95, 0.02, -1.66], [-1.12, -2.57, 0.68], [0.00, -1.23, 0.38], [-1.65, 0.50, -0.26], [0.49, 0.83, -0.76], [1.60, -0.31, 0.41], [0.46, 1.10, -0.09]]
}